1.
A structure of composition C29H41AuF5OP2 in a non-equilibrium geometry, computed with ωB97M-V/def2-TZVPD.

CARTESIAN COORDINATES (ANGSTROEM)
Au -2.6542 -0.5128 -0.7856
C -0.9488 2.5498 0.1942
C -2.0704 2.2279 -0.5500
C -2.2813 1.2946 1.5968
C -1.1085 2.0175 1.5258
C -2.9963 1.3958 0.2786
C 0.1523 3.4724 -0.1637
H 0.0132 3.9036 -1.1566
H 1.1300 2.9770 -0.1452
H 0.2073 4.2819 0.5765
C -0.1899 2.3277 2.6466
H 0.2281 3.3399 2.5535
H 0.6560 1.6258 2.6517
H -0.6955 2.2440 3.6208
C -2.6849 0.5200 2.7828
H -2.7071 1.1337 3.6920
H -1.9457 -0.2758 2.9506
H -3.6636 0.0593 2.6488
C -4.4492 1.8196 0.3467
H -4.5493 2.8685 0.6671
H -5.0093 1.2423 1.0874
H -4.9650 1.7366 -0.6121
C -2.3490 2.7601 -1.9004
H -2.4068 3.8589 -1.8488
H -3.2894 2.3904 -2.3218
H -1.5458 2.5129 -2.6133
C 3.9687 1.4509 0.3480
C 3.9298 2.4442 -0.5575
C 3.5341 2.4148 -1.9900
C 4.1251 1.2052 -2.8262
C 3.3854 -0.0698 -2.6175
C 2.2149 -0.0155 -1.9360
C 2.0524 0.0533 -0.4698
C 3.3819 0.0826 0.3134
H 3.9086 3.3586 -2.4162
H 5.1972 1.1209 -2.5887
H 2.4468 2.4983 -2.1498
H 4.0801 -0.6958 -0.0395
H 4.5142 1.6595 1.2746
H 4.2315 3.4532 -0.2367
H 3.1484 -0.2247 1.3454
H 1.4528 0.9315 -0.1954
H 1.3118 0.1893 -2.5277
H 1.4189 -0.7535 -0.0782
H 4.0757 1.4683 -3.8952
H 3.7596 -1.0038 -3.0745
P -0.1923 -1.7345 -1.9904
C 1.1620 -3.0272 -2.2308
C -0.2746 -1.4180 -3.8376
P -3.0421 -2.4907 -1.7071
C -1.3566 -3.1484 -1.6513
C -3.5308 -2.3267 -3.4704
C -3.9576 -3.8627 -0.9301
H 1.3111 -3.5478 -1.2744
H 2.1151 -2.6056 -2.5715
H 0.8195 -3.7698 -2.9730
H -0.1540 -2.3522 -4.3989
H 0.5531 -0.7449 -4.1075
H -1.2137 -0.9308 -4.1076
H -3.7818 -4.8462 -1.3924
H -5.0278 -3.6369 -0.9760
H -3.6413 -3.9086 0.1192
H -1.1204 -3.3974 -0.6034
H -1.1733 -4.0137 -2.3034
H -4.6026 -2.5433 -3.5613
H -2.9880 -2.9947 -4.1509
H -3.3861 -1.2869 -3.7917
F 1.8594 -1.7869 7.5123
C 1.6628 -1.5241 6.2103
C 2.5272 -0.6416 5.5585
F 3.5459 -0.0601 6.2274
C 2.3211 -0.3559 4.2341
F 3.1422 0.5049 3.5922
C 1.2263 -0.9065 3.4843
O 0.9706 -0.5673 2.3006
C 0.4079 -1.8512 4.1906
F -0.6258 -2.4100 3.5247
C 0.6228 -2.1454 5.5122
F -0.1930 -3.0082 6.1582

HOMO energy (spin up / spin down) ... -0.316 / -0.316 hartree
⟨S²⟩ ... 2.051
Molar mass ... 759.551 Da
Multiplicity ... 3
Orbital gap (spin up / spin down) ... 3.01 / 3.30 eV
Energy above the lowest of the compared OMol25 structures with the same formula, charge and spin ... 26.99 kcal/mol
Charge ... +1

Atomic partial charges in e from the Löwdin method, atoms 1 to 6: 0.707, -0.247, -0.310, -0.268, -0.233, -0.460

2.
A structure of composition C29H41AuN4O4STe in a non-equilibrium geometry, computed with ωB97M-V/def2-TZVPD.

CARTESIAN COORDINATES (ANGSTROEM)
Au 1.0655 0.6625 -1.1751
C 3.9929 4.9044 -2.9900
N 3.1214 4.3203 -1.9970
C 2.3864 5.2774 -1.1890
C 2.9670 3.0213 -1.7803
O 2.2163 2.5925 -0.8936
C 3.7451 2.0292 -2.6496
O 3.3436 0.7692 -2.1896
C 3.8309 -0.3835 -2.8191
C 3.1523 -1.5412 -2.0761
O 2.3894 -1.3016 -1.1399
N 3.4007 -2.7872 -2.4779
C 2.7643 -3.8803 -1.7689
C 4.3826 -3.1455 -3.4737
H 3.4352 5.6475 -3.5638
H 4.3825 4.1587 -3.6752
H 4.8331 5.4116 -2.5079
H 1.7270 5.8721 -1.8249
H 3.0797 5.9457 -0.6746
H 1.7881 4.7405 -0.4538
H 4.8257 2.1716 -2.5042
H 3.4974 2.1564 -3.7145
H 4.9234 -0.4565 -2.7234
H 3.5635 -0.3950 -3.8871
H 2.0752 -3.4575 -1.0385
H 3.5116 -4.4827 -1.2525
H 2.2151 -4.5105 -2.4688
H 4.4004 -2.4315 -4.2935
H 4.1266 -4.1238 -3.8735
H 5.3797 -3.2025 -3.0323
S -0.7684 2.3665 -0.9859
C -1.2078 2.0675 -2.5537
N -1.4768 1.8826 -3.6566
C -0.3953 -1.3013 -3.7267
C -1.1232 -1.0994 -2.4202
O -2.3213 -1.4138 -2.2983
N -0.4781 -0.6463 -1.3767
Te -2.0991 -0.2711 0.0561
C -3.7479 0.1658 1.5685
C -4.2327 -0.8766 2.3392
C -3.7479 -2.2802 2.1780
C -5.2268 -0.5834 3.2674
C -5.7446 0.6937 3.3980
C -6.8069 0.9898 4.4073
C -5.2793 1.6925 2.5539
C -4.2928 1.4420 1.6096
C -3.8397 2.5156 0.6715
C -0.7038 -0.9791 1.4921
C -0.2930 -2.3109 1.4246
C -0.9037 -3.3010 0.4831
C 0.6896 -2.7544 2.3015
C 1.2740 -1.9102 3.2288
C 2.3334 -2.4034 4.1639
C 0.8481 -0.5886 3.2758
C -0.1294 -0.1058 2.4208
C -0.5453 1.3312 2.4890
H -0.9924 -1.9425 -4.3708
H 0.5843 -1.7398 -3.5475
H -0.2760 -0.3280 -4.2007
H -3.5476 -2.4853 1.1223
H -4.5001 -2.9799 2.5405
H -2.8288 -2.4389 2.7441
H -5.6133 -1.3834 3.8828
H -7.0956 0.0883 4.9384
H -7.6854 1.4100 3.9234
H -6.4422 1.7202 5.1275
H -5.7045 2.6842 2.6163
H -4.5704 3.3198 0.6331
H -3.7200 2.0994 -0.3327
H -2.8850 2.9374 0.9898
H -1.5242 -2.8011 -0.2645
H -1.5225 -4.0081 1.0356
H -0.1311 -3.8750 -0.0246
H 0.9931 -3.7927 2.2582
H 2.5504 -3.4527 3.9946
H 2.0129 -2.2770 5.1946
H 3.2497 -1.8350 4.0290
H 1.2945 0.0841 3.9956
H -0.1263 1.8171 3.3667
H -1.6311 1.4063 2.5331
H -0.1916 1.8699 1.6088

HOMO energy (spin up / spin down) ... -0.350 / -0.349 hartree
⟨S²⟩ ... 0.761
Molar mass ... 866.305 Da
Multiplicity ... 2
Orbital gap (spin up / spin down) ... 4.22 / 4.18 eV
Energy above the lowest of the compared OMol25 structures with the same formula, charge and spin ... 87.61 kcal/mol
Charge ... +1

Atomic partial charges in e from the Löwdin method, atoms 1 to 6: 0.944, -0.020, -0.131, -0.007, -0.393, -0.110